(1)
Below is a molecular structure, C27H47Cl2N4O6SiTi, with properties calculated with ωB97M-V with the def2-TZVPD basis set.

Energy relative to the best compared isomer or geometry (same formula, charge and spin) in kcal/mol: 0.00
HOMO-LUMO gap (alpha / beta) in eV: 6.04 / 8.44
HOMO (alpha / beta) in Eh: -0.208 / -0.296
Multiplicity: 2
Charge: 0
Expectation value of S²: 0.7523

Atoms and positions in Å:
1 C -0.806 -0.467 -3.528
2 C -0.546 -1.815 -2.950
3 H -0.510 -0.429 -4.576
4 H -0.278 0.324 -2.978
5 H -1.866 -0.197 -3.457
6 C -0.015 -2.857 -3.618
7 C 0.194 -2.943 -5.083
8 H 0.252 -3.756 -3.064
9 H 0.021 -2.001 -5.615
10 H -0.466 -3.706 -5.521
11 H 1.222 -3.276 -5.269
12 Ti 0.275 0.251 0.495
13 Cl 0.087 1.957 -0.935
14 C -0.014 -2.218 2.119
15 O 0.768 -1.264 1.825
16 N 0.315 -3.136 3.013
17 C 1.674 -3.212 3.535
18 C -0.595 -4.197 3.396
19 H -0.997 -2.298 1.626
20 H 2.203 -2.286 3.323
21 H 2.209 -4.060 3.087
22 H 1.611 -3.377 4.613
23 H -1.605 -3.958 3.050
24 H -0.595 -4.297 4.487
25 H -0.292 -5.156 2.957
26 H 1.109 2.746 5.401
27 H -0.681 4.265 4.985
28 C 1.476 2.817 4.375
29 C -0.389 4.362 3.934
30 N 0.358 3.192 3.516
31 H 1.898 1.868 4.061
32 C 0.114 2.607 2.353
33 O 0.740 1.570 1.970
34 H -1.284 4.450 3.313
35 H -0.674 3.060 1.726
36 H 2.245 3.598 4.348
37 H 0.208 5.277 3.825
38 H 1.823 -0.314 -3.205
39 H 2.995 -2.987 -2.727
40 C 2.722 -0.073 -2.620
41 C 3.702 -2.321 -2.207
42 N 3.034 -1.150 -1.672
43 H 2.570 0.861 -2.076
44 C 2.803 -1.006 -0.374
45 O 2.177 0.006 0.069
46 H 4.186 -2.872 -1.392
47 H 3.195 -1.744 0.344
48 H 3.564 0.012 -3.309
49 H 4.452 -1.978 -2.922
50 O -0.286 -0.972 -0.736
51 C -0.990 -1.924 -1.510
52 C 0.443 -3.730 -0.591
53 C -0.843 -3.283 -0.847
54 H 1.266 -3.065 -0.879
55 C 0.650 -4.985 -0.019
56 H -2.056 -1.663 -1.480
57 C -1.943 -4.024 -0.421
58 H 1.675 -5.317 0.156
59 C -0.455 -5.784 0.288
60 C -1.750 -5.299 0.110
61 H -2.932 -3.582 -0.538
62 H -0.290 -6.772 0.719
63 H -2.611 -5.911 0.381
64 Si 0.066 5.751 -2.170
65 Cl -0.044 4.086 -3.495
66 C 1.909 6.059 -1.976
67 C -1.123 5.222 -0.830
68 C -0.461 7.429 -2.837
69 H 2.519 5.147 -1.979
70 H 2.105 6.625 -1.056
71 H 2.250 6.688 -2.817
72 H 0.206 7.809 -3.619
73 H -0.387 8.116 -1.980
74 H -1.485 7.467 -3.216
75 H -1.033 4.167 -0.536
76 H -2.151 5.351 -1.209
77 H -1.035 5.845 0.070
78 O -2.804 0.222 -0.702
79 C -2.802 0.290 0.521
80 C -4.081 0.416 1.346
81 C -3.639 0.156 2.753
82 C -2.106 0.133 2.694
83 O -1.364 0.027 3.661
84 N -1.708 0.228 1.364
85 H -4.490 1.424 1.197
86 H -4.820 -0.305 0.978
87 H -3.987 0.912 3.463
88 H -3.998 -0.824 3.095


(2)
Below is 2 unconnected molecules or ions with the total composition C5H11NO2PS, with properties calculated with ωB97M-V with the def2-TZVPD basis set.

Energy relative to the best compared isomer or geometry (same formula, charge and spin) in kcal/mol: 12.26
HOMO-LUMO gap in eV: 10.14
HOMO in Eh: -0.506
Charge: +1

Atoms and positions in Å:
1 C 1.228 1.960 0.561
2 C 0.581 2.133 -0.794
3 C 0.701 -0.192 0.005
4 C -0.360 -2.325 -0.832
5 C 0.635 -1.767 0.128
6 N 1.147 0.622 0.879
7 O -3.917 -0.061 0.109
8 O -1.438 0.324 0.656
9 P -2.632 0.030 -0.520
10 S 0.419 0.457 -1.500
11 H 2.303 2.380 0.815
12 H 0.648 2.490 1.256
13 H -0.466 2.628 -0.696
14 H 1.251 2.791 -1.380
15 H -1.510 -2.329 -0.592
16 H -0.220 -3.426 -0.647
17 H -0.168 -2.028 -1.868
18 H 1.586 -2.249 -0.209
19 H 0.550 -1.870 1.234
20 H 1.321 0.213 1.777
21 H -1.659 0.219 1.619